(1)
Computed, not measured: one molecule with the formula C8H9NO2S at a distorted geometry, with ωB97M-V/def2-TZVPD.

CARTESIAN COORDINATES (ANGSTROEM)
C (-1.9062, -2.3528, -0.0754)
C (-1.2456, -1.5874, 0.5923)
S (-0.3291, -0.5815, 1.6477)
C (-0.3327, 0.9993, 0.7782)
C (-1.4559, 1.6090, 0.3410)
C (-2.8243, 1.0788, 0.3295)
C (1.0054, 1.4880, 0.2588)
O (1.2160, 2.4619, -0.4181)
N (1.9833, 0.6498, 0.6128)
C (2.5362, -0.2750, -0.0574)
C (2.1016, -0.8455, -1.3623)
O (3.4662, -0.9917, 0.5617)
H (-2.6547, -3.0348, -0.3429)
H (-1.4514, 2.6192, -0.2414)
H (-3.7084, 1.8517, 0.2311)
H (-2.9187, 0.6098, 1.2968)
H (-2.9434, 0.4328, -0.6230)
H (1.3071, -0.3834, -1.7224)
H (1.8125, -1.8208, -1.1509)
H (2.8864, -1.1248, -2.1408)
H (3.4557, -0.8029, 1.4847)

The value obtained for the energy above the lowest of the compared OMol25 structures with the same formula, charge and spin is 88.5 kcal per mole. Its HOMO-LUMO gap is 9.2 eV. The spin multiplicity is 1. Its structure (SMILES) is C#CS/C(=C\C)C(=O)/N=C(\C)O. As for the max |F|: 4.9 eV Å⁻¹.

For each atom in turn, the Löwdin charge in e is: 0.044 -0.520 0.962 -0.414 -0.157 -0.132 -0.551 0.099 0.137 -0.421 0.045 0.107 0.016 0.156 0.113 0.058 0.115 0.036 0.069 0.132 0.107

(2)
Computed, not measured: one molecule with the formula C8H9NO3 at a distorted geometry, with ωB97M-V/def2-TZVPD.

CARTESIAN COORDINATES (ANGSTROEM)
C (-3.1520, -0.1983, -0.9946)
N (-1.8929, 0.0450, -0.3043)
O (-1.5630, 1.4391, -0.4663)
C (-0.9111, -0.8941, -0.2085)
O (-1.1076, -2.0308, -0.6377)
C (0.4600, -0.3403, 0.3638)
C (0.4878, 0.2462, 1.5576)
C (1.6964, 0.8541, 1.9666)
C (2.7591, 0.7376, 1.0097)
C (2.6161, 0.0537, -0.2834)
C (1.4174, -0.5448, -0.6429)
O (1.1561, -0.9571, -1.8673)
H (-2.9847, -0.1608, -2.0917)
H (-3.4227, -1.2418, -0.8988)
H (-3.9564, 0.4923, -0.5784)
H (-2.2102, 1.8481, 0.2811)
H (-0.5130, 0.4010, 2.1572)
H (1.7156, 1.0250, 3.1356)
H (3.8112, 0.9644, 1.3469)
H (3.4555, -0.3490, -0.9500)
H (2.1388, -1.3895, -1.8946)

The value obtained for the energy above the lowest of the compared OMol25 structures with the same formula, charge and spin is 110.2 kcal per mole. Its HOMO-LUMO gap is 9.5 eV. The spin multiplicity is 1. Its structure (SMILES) is CN(O)C(=O)c1ccccc1O. As for the max |F|: 6.9 eV Å⁻¹.

For each atom in turn, the Löwdin charge in e is: -0.038 -0.165 -0.034 -0.374 0.068 -0.109 -0.091 -0.087 -0.059 -0.013 -0.377 0.081 0.104 0.077 0.109 0.178 0.158 0.138 0.106 0.131 0.196

(3)
Computed, not measured: one molecule with the formula C8H9NO3S2 at a distorted geometry, with ωB97M-V/def2-TZVPD.

CARTESIAN COORDINATES (ANGSTROEM)
N (-3.1044, -0.4872, -1.0385)
S (-1.9651, -1.4059, -0.1280)
O (-0.8624, -1.7024, -0.9915)
O (-2.5974, -2.5720, 0.4329)
C (-1.6511, -0.2748, 1.2325)
O (-2.6637, -0.3053, 2.0816)
C (-0.5508, 0.4855, 1.3349)
C (0.5957, 0.6853, 0.4854)
C (0.7920, 1.8408, -0.2490)
C (1.9164, 2.0175, -0.9835)
C (2.9291, 1.0982, -0.9776)
C (2.8191, -0.0629, -0.2971)
C (1.6570, -0.3418, 0.4118)
S (1.6612, -1.9877, 1.1320)
H (-2.9510, -0.5450, -2.0375)
H (-3.9438, -0.5453, -0.5761)
H (-3.4591, -0.7502, 1.9155)
H (-0.6081, 1.3760, 1.9566)
H (0.1374, 2.6985, -0.3024)
H (2.1048, 2.9711, -1.4306)
H (3.8369, 1.2393, -1.6353)
H (3.5596, -0.8555, -0.4569)
H (2.3477, -2.5763, 0.1207)

The value obtained for the energy above the lowest of the compared OMol25 structures with the same formula, charge and spin is 0.0 kcal per mole. Its HOMO-LUMO gap is 8.6 eV. The spin multiplicity is 1. Its structure (SMILES) is NS(=O)(=O)/C(O)=C\c1ccccc1S. As for the max |F|: 4.3 eV Å⁻¹.

For each atom in turn, the Löwdin charge in e is: -0.032 0.649 -0.297 -0.294 -0.383 0.074 -0.028 -0.224 -0.050 -0.108 -0.107 -0.160 -0.495 0.790 0.078 0.018 0.084 0.138 0.122 0.102 0.130 0.101 -0.108

Look up the max |F| of the second one.
6.9 eV Å⁻¹